Entry 1:
{
  "formula": "C16H15N3O4S",
  "method": "ωB97M-V/def2-TZVPD",
  "homo_ev": -8.68,
  "homo_lumo_gap_ev": 8.917,
  "smiles": "COc1cccc(N2C(=O)C[C@@H](NNC(=O)c3cccs3)C2=O)c1",
  "total_energy_ev": -40330.999,
  "fmax_ev_per_a": 0.743,
  "species": ["C", "O", "C", "C", "C", "C", "C", "N", "C", "O", "C", "C", "N", "N", "C", "O", "C", "C", "C", "C", "S", "C", "O", "C", "H", "H", "H", "H", "H", "H", "H", "H", "H", "H", "H", "H", "H", "H", "H"],
  "coordinates": [[-5.700, -1.303, 0.696], [-4.678, -0.348, 0.857], [-3.542, -0.480, 0.126], [-3.297, -1.492, -0.797], [-2.099, -1.516, -1.491], [-1.132, -0.552, -1.282], [-1.382, 0.458, -0.361], [-0.397, 1.455, -0.127], [0.046, 1.796, 1.149], [-0.339, 1.283, 2.161], [1.071, 2.895, 0.996], [1.317, 3.014, -0.511], [2.600, 2.486, -0.984], [2.692, 1.093, -0.846], [3.267, 0.508, 0.236], [3.725, 1.172, 1.151], [3.284, -0.955, 0.224], [3.862, -1.750, 1.177], [3.684, -3.123, 0.928], [2.969, -3.360, -0.204], [2.498, -1.913, -0.992], [0.217, 2.155, -1.143], [-0.043, 2.065, -2.311], [-2.572, 0.501, 0.339], [-5.359, -2.307, 0.968], [-6.083, -1.313, -0.330], [-6.496, -0.998, 1.373], [-4.028, -2.262, -0.984], [-1.918, -2.305, -2.205], [-0.203, -0.577, -1.827], [0.674, 3.814, 1.430], [1.975, 2.628, 1.548], [1.257, 4.040, -0.882], [3.361, 2.894, -0.439], [2.395, 0.565, -1.654], [4.392, -1.342, 2.018], [4.068, -3.901, 1.562], [2.685, -4.302, -0.629], [-2.769, 1.277, 1.061]]
}

Entry 2:
{
  "formula": "C16H15N9O",
  "method": "ωB97M-V/def2-TZVPD",
  "homo_ev": -8.85,
  "homo_lumo_gap_ev": 8.512,
  "smiles": "[H]/N=C(/N)NC(=O)c1cc(-c2ccnc(Nc3ccncn3)c2)cnc1N",
  "total_energy_ev": -32294.614,
  "fmax_ev_per_a": 4.300,
  "species": ["H", "N", "C", "N", "N", "C", "O", "C", "C", "C", "C", "C", "C", "N", "C", "N", "C", "C", "C", "N", "C", "N", "C", "C", "N", "C", "N", "H", "H", "H", "H", "H", "H", "H", "H", "H", "H", "H", "H", "H", "H"],
  "coordinates": [[-2.151, 3.528, -2.750], [-1.322, 3.893, -3.242], [-0.137, 3.773, -2.766], [0.797, 4.299, -3.541], [0.070, 3.140, -1.596], [1.222, 3.183, -0.825], [2.247, 3.713, -1.209], [1.191, 2.513, 0.471], [0.671, 1.180, 0.595], [0.698, 0.579, 1.891], [0.196, -0.794, 2.107], [0.597, -1.634, 3.158], [0.168, -2.958, 3.222], [-0.749, -3.400, 2.347], [-1.184, -2.642, 1.370], [-2.190, -3.174, 0.561], [-1.933, -3.678, -0.698], [-0.947, -3.183, -1.537], [-0.596, -3.906, -2.653], [-1.197, -5.063, -2.880], [-2.186, -5.447, -2.090], [-2.503, -4.835, -0.981], [-0.770, -1.340, 1.251], [1.183, 1.321, 2.969], [1.624, 2.579, 2.836], [1.627, 3.111, 1.632], [2.234, 4.315, 1.606], [0.406, 4.923, -4.231], [1.716, 4.440, -3.119], [-0.765, 2.837, -1.152], [0.254, 0.685, -0.282], [1.370, -1.304, 3.845], [0.585, -3.657, 3.939], [-2.648, -3.911, 1.098], [-0.418, -2.272, -1.275], [0.178, -3.549, -3.285], [-2.751, -6.361, -2.312], [-1.271, -0.739, 0.460], [1.206, 0.890, 3.988], [2.619, 4.523, 0.687], [2.859, 4.422, 2.389]]
}

Entry 3:
{
  "formula": "C16H15NO",
  "method": "ωB97M-V/def2-TZVPD",
  "homo_ev": -6.05,
  "homo_lumo_gap_ev": 2.711,
  "total_energy_ev": -20369.294,
  "fmax_ev_per_a": 2.353,
  "species": ["O", "C", "C", "C", "C", "C", "N", "C", "C", "H", "H", "H", "H", "C", "C", "C", "C", "C", "C", "C", "C", "C", "H", "H", "H", "H", "H", "H", "H", "H", "H", "H", "H"],
  "coordinates": [[1.722, -0.114, -0.218], [2.506, -1.090, -0.136], [3.958, -0.963, -0.292], [4.792, -2.049, -0.174], [4.255, -3.337, 0.080], [5.039, -4.520, 0.224], [5.576, -5.555, 0.365], [2.854, -3.497, 0.215], [2.006, -2.427, 0.131], [4.358, 0.038, -0.501], [5.876, -1.911, -0.278], [2.409, -4.484, 0.399], [0.932, -2.574, 0.270], [-2.298, -0.325, 1.351], [-1.830, 0.393, 0.143], [-1.160, -0.375, -0.916], [-2.245, 1.728, 0.008], [-1.775, 2.545, -1.067], [-2.240, 3.847, -1.228], [-3.181, 4.379, -0.336], [-3.662, 3.608, 0.731], [-3.181, 2.326, 0.929], [-2.301, 0.342, 2.226], [-3.325, -0.707, 1.225], [-1.642, -1.162, 1.599], [-0.633, 0.220, -1.651], [-0.407, -1.007, -0.457], [-1.876, -1.008, -1.448], [-1.054, 2.139, -1.771], [-1.870, 4.427, -2.075], [-3.539, 5.393, -0.472], [-4.453, 3.985, 1.380], [-3.610, 1.736, 1.742]]
}

Entry 4:
{
  "formula": "C16H16Br2F6N3O5ReS3",
  "method": "ωB97M-V/def2-TZVPD",
  "homo_ev": [-18.22, -18.27],
  "homo_lumo_gap_ev": [5.473, 5.907],
  "multiplicity": 2,
  "total_energy_ev": -222554.671,
  "charge": 3,
  "fmax_ev_per_a": 4.665,
  "species": ["Re", "Br", "C", "C", "C", "N", "C", "C", "C", "C", "C", "Br", "C", "C", "N", "H", "H", "H", "H", "H", "H", "C", "C", "S", "O", "C", "C", "H", "H", "H", "H", "H", "H", "H", "H", "H", "H", "F", "C", "F", "F", "S", "O", "O", "N", "S", "O", "O", "C", "F", "F", "F"],
  "coordinates": [[0.506, -0.055, -0.065], [6.738, 1.813, 1.548], [4.949, 1.337, 1.213], [4.425, 0.125, 1.677], [3.104, -0.176, 1.416], [2.299, 0.624, 0.709], [2.796, 1.811, 0.258], [4.102, 2.200, 0.505], [1.815, 2.584, -0.511], [1.964, 3.906, -0.891], [0.939, 4.541, -1.605], [1.068, 6.360, -2.047], [-0.186, 3.782, -1.959], [-0.258, 2.469, -1.550], [0.688, 1.873, -0.807], [5.048, -0.572, 2.221], [2.668, -1.098, 1.776], [4.480, 3.144, 0.145], [2.855, 4.458, -0.631], [-0.988, 4.214, -2.540], [-1.106, 1.849, -1.808], [-4.763, 1.184, 1.287], [-3.342, 1.207, 0.771], [-2.175, 0.547, 2.058], [-0.803, 0.644, 1.366], [-2.644, -1.232, 2.162], [-3.078, -1.895, 0.874], [-5.405, 1.726, 0.590], [-4.856, 1.698, 2.240], [-5.164, 0.179, 1.376], [-3.015, 2.233, 0.603], [-3.206, 0.614, -0.132], [-3.450, -1.252, 2.900], [-1.769, -1.721, 2.591], [-4.057, -1.556, 0.546], [-3.148, -2.970, 1.051], [-2.359, -1.754, 0.069], [-0.209, -0.749, -4.311], [-0.150, -1.990, -3.843], [0.853, -2.637, -4.375], [-1.293, -2.600, -4.043], [0.133, -1.820, -1.989], [1.340, -1.015, -1.735], [-0.974, -1.013, -1.457], [0.244, -3.228, -1.354], [1.017, -3.161, 0.047], [0.379, -2.040, 0.781], [2.420, -3.010, -0.024], [0.492, -4.670, 1.038], [-0.826, -4.613, 1.115], [0.893, -5.783, 0.498], [1.006, -4.509, 2.245]]
}

Entry 5:
{
  "formula": "C16H16BrCaClN6O5S",
  "method": "ωB97M-V/def2-TZVPD",
  "homo_ev": -7.68,
  "homo_lumo_gap_ev": 7.663,
  "total_energy_ev": -147869.079,
  "fmax_ev_per_a": 3.956,
  "species": ["Ca", "O", "C", "O", "C", "C", "C", "C", "C", "N", "C", "O", "O", "H", "H", "H", "H", "C", "C", "N", "N", "C", "S", "N", "N", "H", "H", "H", "H", "H", "H", "O", "C", "C", "C", "N", "C", "Br", "C", "H", "H", "H", "H", "Cl", "C", "H", "H"],
  "coordinates": [[-0.547, 0.445, 0.216], [1.483, -3.362, 0.760], [0.707, -2.522, 1.127], [-0.316, -2.104, 0.395], [0.859, -1.909, 2.488], [1.607, -2.357, 3.590], [1.792, -1.510, 4.630], [1.245, -0.224, 4.593], [0.513, 0.080, 3.509], [0.226, -0.727, 2.494], [-0.020, 1.510, 3.152], [0.604, 2.483, 3.548], [-0.841, 1.489, 2.168], [2.980, -3.584, -0.629], [2.090, -3.351, 3.545], [2.423, -1.683, 5.463], [1.434, 0.533, 5.342], [3.310, 0.439, -4.005], [3.334, 1.219, -2.708], [4.205, 1.996, -2.165], [3.692, 2.510, -1.042], [2.472, 2.074, -0.865], [1.433, 2.479, 0.454], [2.157, 1.276, -1.933], [0.889, 0.649, -2.001], [4.286, 0.220, -4.313], [2.675, 0.928, -4.781], [2.903, -0.544, -3.810], [4.322, 3.028, -0.397], [0.926, -0.385, -1.808], [0.562, 0.703, -2.941], [-6.889, 0.984, -0.864], [-5.560, 0.864, -0.782], [-4.926, 0.402, 0.341], [-3.553, 0.619, 0.424], [-2.803, 1.013, -0.637], [-3.497, 1.269, -1.739], [-2.553, 1.603, -3.321], [-4.865, 1.304, -1.845], [-7.328, 0.780, 0.024], [-5.449, -0.034, 1.184], [-3.031, 0.520, 1.365], [-5.480, 1.708, -2.729], [3.820, -3.462, -1.512], [-0.118, -2.106, -1.135], [0.021, -3.159, -1.395], [-1.192, -2.101, -1.456]]
}

Entry 6:
{
  "formula": "C16H16ClNO9RuS",
  "method": "ωB97M-V/def2-TZVPD",
  "homo_ev": [-5.84, -6.15],
  "homo_lumo_gap_ev": [6.622, 7.611],
  "multiplicity": 2,
  "total_energy_ev": -62699.660,
  "charge": -1,
  "fmax_ev_per_a": 2.216,
  "species": ["Ru", "O", "S", "O", "O", "O", "O", "C", "C", "C", "C", "C", "C", "C", "C", "N", "H", "H", "H", "H", "H", "H", "H", "H", "H", "H", "H", "C", "C", "C", "C", "C", "C", "C", "C", "H", "H", "H", "H", "H", "O", "Cl", "O", "O", "O"],
  "coordinates": [[-1.198, 1.286, 0.168], [-1.364, 3.693, 0.218], [-2.558, 3.209, 0.974], [-3.425, 4.262, 1.431], [-1.999, 2.383, 2.094], [-3.261, 2.246, 0.056], [1.369, 0.611, 1.462], [1.429, -0.792, 1.682], [0.853, -1.090, 3.065], [-0.496, -0.388, 3.256], [-1.656, -0.990, 2.522], [-2.259, -2.166, 2.958], [-3.435, -2.595, 2.370], [-3.999, -1.815, 1.376], [-3.323, -0.678, 0.968], [-2.171, -0.305, 1.506], [1.635, 0.795, 0.546], [2.480, -1.125, 1.645], [0.862, -1.321, 0.912], [1.541, -0.711, 3.825], [0.763, -2.171, 3.189], [-0.397, 0.652, 2.920], [-0.748, -0.394, 4.319], [-1.808, -2.723, 3.765], [-3.918, -3.505, 2.695], [-4.930, -2.082, 0.907], [-3.722, -0.047, 0.183], [0.419, 1.305, -1.119], [1.380, 1.233, -1.871], [2.507, 1.128, -2.723], [2.783, -0.085, -3.365], [3.888, -0.197, -4.189], [4.734, 0.886, -4.382], [4.474, 2.085, -3.736], [3.375, 2.210, -2.909], [2.114, -0.919, -3.208], [4.093, -1.131, -4.694], [5.595, 0.795, -5.032], [5.136, 2.926, -3.891], [3.170, 3.139, -2.397], [-2.559, -2.485, -1.109], [-1.589, -1.526, -1.511], [-2.220, -0.252, -1.687], [-0.969, -1.940, -2.715], [-0.596, -1.411, -0.475]]
}